(1)
{
  "formula": "C37H56CsN7O7S",
  "method": "ωB97M-V/def2-TZVPD",
  "charge": -2,
  "e_above_lowest_kcal_mol": 0.0,
  "orbital_gap_ev": 5.15,
  "e_homo_ev": -1.6,
  "e_tot_ha": -2771.7016,
  "e_lumo_ev": 3.6,
  "multiplicity": 1,
  "max_force_ev_per_a": 3.69,
  "species": ["Cs", "C", "O", "C", "C", "O", "C", "C", "O", "C", "H", "H", "H", "H", "H", "H", "H", "H", "H", "H", "H", "H", "H", "H", "S", "C", "N", "N", "C", "C", "C", "C", "C", "C", "N", "N", "C", "C", "C", "C", "C", "C", "H", "H", "H", "H", "H", "H", "H", "H", "H", "H", "H", "C", "C", "C", "O", "C", "O", "O", "H", "H", "H", "H", "H", "H", "H", "C", "N", "C", "C", "O", "N", "C", "C", "H", "H", "H", "H", "H", "H", "H", "H", "H", "H", "H", "H", "C", "N", "C", "C", "C", "C", "C", "C", "C", "C", "H", "H", "H", "H", "H", "H", "H", "H", "H", "H", "H", "H"],
  "xyz": [[0.364545, 0.734714, 0.284285], [1.425098, 1.865043, -3.530642], [1.337083, 0.823848, -4.482792], [2.288646, -0.191323, -4.281400], [2.140101, -0.930917, -2.945140], [0.799286, -1.115586, -2.557824], [0.032486, -1.949538, -3.394756], [-1.351023, -2.053210, -2.796496], [-1.316861, -2.967314, -1.718641], [-2.465403, -2.851130, -0.911162], [2.362656, 2.424414, -3.655804], [1.392893, 1.489190, -2.506859], [0.572334, 2.523186, -3.678345], [3.314586, 0.209264, -4.327112], [2.164074, -0.875440, -5.125400], [2.616371, -0.402144, -2.116171], [2.655605, -1.901543, -3.039481], [0.481858, -2.955081, -3.442888], [-0.024901, -1.539423, -4.409699], [-2.082813, -2.381365, -3.549949], [-1.663277, -1.060719, -2.452125], [-3.377107, -3.094881, -1.473609], [-2.576097, -1.836914, -0.513185], [-2.353469, -3.554867, -0.086832], [-2.738546, 1.695191, -3.093751], [-3.788184, 0.990981, -1.958945], [-4.655761, 0.042865, -2.083479], [-4.723048, -0.471136, -3.360039], [-5.714580, -1.335223, -3.700099], [-6.608000, -1.856660, -2.751487], [-7.574118, -2.767222, -3.140052], [-7.694370, -3.186598, -4.459303], [-6.810125, -2.666474, -5.400500], [-5.836702, -1.758908, -5.036516], [-3.750991, 1.563067, -0.614019], [-3.413834, 0.719869, 0.232198], [-3.376819, 1.244785, 1.575446], [-2.505743, 0.612518, 2.445640], [-2.414883, 1.036298, 3.761206], [-3.217672, 2.076907, 4.205172], [-4.106625, 2.694728, 3.332361], [-4.191698, 2.281511, 2.012845], [-4.175640, 0.023120, -4.062759], [-6.515300, -1.535268, -1.725441], [-8.249495, -3.160620, -2.388292], [-8.455473, -3.899595, -4.748831], [-6.878672, -2.976905, -6.437583], [-5.150959, -1.366546, -5.777944], [-1.876186, -0.181547, 2.067509], [-1.694188, 0.579126, 4.425605], [-3.139532, 2.420064, 5.229163], [-4.730276, 3.510073, 3.679303], [-4.867206, 2.751695, 1.310636], [0.932902, 5.191171, -0.188443], [-0.097582, 4.252511, 0.411260], [-1.426858, 4.958682, 0.665650], [-0.286548, 3.211581, -0.557327], [0.396003, 3.658819, 1.769062], [0.980909, 4.425270, 2.542804], [0.120525, 2.436094, 1.946207], [0.518748, 5.694468, -1.064414], [1.814346, 4.628268, -0.496776], [1.236399, 5.920901, 0.559147], [-1.826857, 5.350429, -0.272465], [-1.284417, 5.772711, 1.377101], [-2.152680, 4.258765, 1.085460], [-1.031312, 2.674767, -0.260056], [-0.113946, -2.144720, 3.537757], [0.943224, -2.921899, 2.930207], [1.179292, -4.230474, 3.495429], [1.227087, -2.642534, 1.604954], [0.516040, -1.898250, 0.942453], [2.345096, -3.243652, 1.085111], [2.507018, -3.159761, -0.363684], [3.592646, -3.254457, 1.826487], [-0.083190, -2.302395, 4.617244], [-1.106853, -2.421348, 3.162421], [0.044529, -1.084531, 3.344663], [0.228088, -4.743085, 3.685444], [1.726026, -4.165797, 4.442269], [1.756748, -4.834348, 2.800333], [1.526780, -3.185899, -0.832951], [3.095478, -4.022766, -0.688702], [3.014500, -2.213970, -0.626290], [3.417915, -2.973106, 2.863202], [4.277193, -2.523792, 1.383194], [4.056670, -4.246241, 1.803745], [3.391938, 2.359055, 4.058629], [3.448710, 0.975292, 3.648409], [4.532901, 0.228720, 4.229130], [3.170834, 0.681058, 2.247208], [4.259004, 0.795417, 1.182551], [5.365951, 1.616702, 1.379619], [6.345099, 1.726688, 0.397587], [6.188666, 1.021931, -0.785020], [5.050666, 0.236185, -0.965319], [4.030956, 0.074016, -0.014181], [3.254281, 2.403650, 5.145080], [2.540977, 2.855856, 3.591687], [4.298042, 2.940947, 3.824356], [4.480608, 0.296936, 5.321926], [5.537971, 0.561049, 3.918147], [4.442556, -0.824729, 3.951475], [2.340848, 1.329144, 1.953992], [2.786386, -0.344790, 2.197198], [5.482182, 2.182073, 2.295836], [7.209911, 2.363236, 0.556361], [6.944039, 1.093079, -1.564000], [4.971509, -0.281291, -1.927185]],
  "forces_ev_per_a": [[0.7682, -2.8769, -2.1831], [0.0784, 0.0817, 0.0647], [0.0047, 0.0041, -0.0242], [0.0410, -0.0435, 0.0219], [-0.0012, -0.0898, -0.0821], [0.0102, -0.0060, 0.0926], [-0.0813, 0.0082, 0.0601], [0.0497, 0.0316, -0.0617], [0.0278, -0.0494, -0.0290], [-0.0288, 0.0055, 0.0377], [-0.0266, 0.0074, -0.0002], [-0.0458, -0.0162, -0.0278], [-0.0023, -0.0162, -0.0100], [-0.0208, -0.0117, -0.0026], [-0.0210, -0.0012, 0.0359], [0.0139, 0.0288, 0.0060], [0.0019, 0.0304, -0.0063], [0.0115, 0.0336, -0.0351], [-0.0577, 0.0474, 0.0244], [0.0475, -0.0180, -0.0120], [0.0103, 0.0438, -0.0464], [-0.0027, 0.0107, -0.0062], [-0.0110, -0.0006, 0.0005], [0.0034, -0.0016, 0.0254], [0.1107, 0.0517, -0.0585], [-0.2382, 0.0415, 0.4256], [0.1027, -0.0099, -0.1105], [-0.0044, 0.1353, 0.1194], [0.0879, 0.0220, -0.0470], [-0.0112, -0.0218, 0.0090], [-0.0357, -0.0281, 0.0137], [-0.0161, -0.0097, -0.0297], [-0.0367, -0.0391, -0.0150], [-0.0017, 0.0119, 0.0087], [0.0847, -0.5613, -0.1787], [0.0517, 0.5225, 0.0197], [-0.1311, -0.2503, -0.2627], [0.0270, 0.0529, 0.1085], [-0.0073, 0.0982, -0.0285], [0.0245, -0.0157, 0.0382], [-0.0006, -0.0071, -0.0302], [0.0341, 0.0399, -0.0091], [0.0197, -0.0439, 0.0371], [0.0067, 0.0131, 0.0231], [-0.0136, -0.0041, 0.0000], [-0.0052, -0.0100, -0.0010], [-0.0056, 0.0021, 0.0076], [0.0209, 0.0186, -0.0035], [-0.0587, -0.1327, 0.0166], [0.0113, -0.0037, 0.0322], [-0.0018, 0.0012, 0.0065], [0.0089, -0.0073, 0.0156], [0.0024, -0.0094, -0.0014], [-0.0230, -0.0098, 0.0538], [-0.0079, 0.0139, 0.0127], [0.0602, 0.0349, -0.0343], [-0.2322, 0.9096, -0.1034], [-0.0466, 0.1317, 0.0336], [0.0467, 0.1172, 0.1089], [-0.3386, 1.8359, 1.6261], [-0.0173, 0.0048, -0.0272], [0.0345, -0.0298, 0.0097], [-0.0117, 0.0145, -0.0009], [0.0082, 0.0016, 0.0012], [0.0040, 0.0168, 0.0148], [-0.0168, -0.0347, 0.0122], [-0.3557, 0.5230, -0.2456], [-0.0454, 0.0596, 0.0419], [0.1264, 0.0762, -0.0128], [0.0050, -0.0251, 0.0122], [0.1766, 0.1093, -0.1551], [-0.2678, -0.7527, 0.4426], [-0.1467, -0.1894, -0.0847], [0.1284, 0.2997, 0.0410], [0.0366, 0.0427, 0.0441], [-0.0041, 0.0074, -0.0093], [0.0187, -0.0130, 0.0157], [0.0027, -0.0063, -0.0147], [0.0034, 0.0006, -0.0009], [-0.0115, 0.0040, -0.0099], [-0.0059, 0.0046, 0.0149], [-0.0307, 0.0271, -0.0424], [0.0313, 0.0277, -0.0141], [-0.1122, -0.2496, 0.0750], [0.0217, -0.0039, -0.0036], [0.0000, 0.0181, 0.0176], [0.0119, -0.0189, -0.0164], [-0.0098, 0.0355, 0.0206], [0.0268, -0.0691, -0.0177], [0.0214, 0.0010, -0.0024], [0.0187, 0.0698, 0.0406], [-0.1275, -0.0679, 0.0008], [0.0329, -0.0203, 0.0171], [0.0606, 0.0344, -0.0177], [0.0547, 0.0511, 0.0259], [-0.0704, -0.0719, -0.0638], [0.0133, -0.0192, 0.0169], [-0.0056, 0.0121, 0.0166], [-0.0124, 0.0169, -0.0067], [0.0212, 0.0094, -0.0060], [0.0023, 0.0070, -0.0106], [-0.0236, 0.0024, 0.0185], [-0.0066, -0.0182, -0.0197], [0.1419, 0.0559, 0.2898], [0.0292, -0.0427, -0.0635], [-0.0075, 0.0259, 0.0520], [0.0075, -0.0028, -0.0010], [0.0106, -0.0038, -0.0222], [-0.0146, -0.0118, -0.0187]]
}

(2)
{
  "formula": "C17H11FeNO5",
  "method": "ωB97M-V/def2-TZVPD",
  "s_squared": 6.097,
  "e_above_lowest_kcal_mol": 0.0,
  "orbital_gap_ev": [2.82, 4.04],
  "e_homo_ev": [-4.1, -7.9],
  "e_tot_ha": -2348.8805,
  "e_lumo_ev": [-1.3, -3.9],
  "multiplicity": 5,
  "max_force_ev_per_a": 8.21,
  "species": ["O", "C", "Fe", "C", "O", "C", "O", "C", "C", "C", "C", "C", "C", "H", "H", "H", "H", "H", "H", "H", "C", "C", "C", "C", "C", "C", "C", "O", "N", "C", "O", "H", "H", "H", "H"],
  "xyz": [[1.460533, -2.357351, 1.959446], [1.161847, -1.336882, 1.471659], [1.074953, 0.263089, 0.811996], [2.006477, 0.935770, 2.197560], [2.505395, 1.244092, 3.211696], [2.206769, 0.059599, -0.516537], [3.099743, 0.007589, -1.267738], [-2.254937, -0.481409, 2.279263], [-2.082345, -0.764780, 0.777498], [-0.994363, -0.082034, 0.021577], [-0.673503, 1.247983, 0.345138], [-0.798810, 1.546943, 1.758503], [-1.356648, 0.663391, 2.666549], [-3.315692, -0.100369, 2.356557], [-1.939143, -1.836638, 0.603267], [-3.073988, -0.464008, 0.354186], [-0.811101, -0.519139, -0.973158], [-0.447517, 1.999923, -0.417949], [-0.440819, 2.536439, 2.058352], [-1.393490, 0.869746, 3.755576], [-3.843612, -5.117099, 5.606255], [-3.406028, -3.793948, 5.777854], [-2.773377, -3.164255, 4.713063], [-2.524335, -3.891530, 3.565501], [-2.888818, -5.214609, 3.372202], [-3.589724, -5.825310, 4.415468], [-2.055576, -3.001863, 2.503650], [-1.665425, -3.353571, 1.380440], [-2.086502, -1.705069, 3.050532], [-2.416026, -1.742968, 4.444706], [-2.334651, -0.799975, 5.225723], [-4.393958, -5.613673, 6.404415], [-3.543177, -3.222994, 6.686077], [-2.643244, -5.690502, 2.419312], [-3.935608, -6.849287, 4.289060]],
  "forces_ev_per_a": [[-1.2929, 3.7459, -1.8678], [1.2542, -6.9477, 3.2058], [-3.0636, 1.8876, -0.2346], [2.7194, 2.3268, 6.4704], [-1.7421, -1.2159, -4.2499], [5.9003, -0.4336, -5.6872], [-3.2931, 0.0796, 2.6288], [0.3883, -0.0412, -0.8167], [-0.5731, -0.5486, -0.4277], [-0.8965, 1.5387, -0.5741], [-0.8953, -1.2257, -0.6489], [-0.3255, 0.2307, 0.6453], [-0.5606, 0.9916, 0.8812], [0.9892, -0.2510, 0.5734], [-0.4561, 0.0884, 0.1462], [1.0302, -0.1315, -0.4617], [-0.0149, 0.5028, 0.3310], [0.3822, -0.2387, 0.4054], [-0.0628, -0.4407, 0.2757], [0.4004, 0.0002, -0.7276], [0.2134, 0.9663, 0.6521], [-0.3050, -0.7822, 0.2363], [0.2402, 1.7578, 0.0435], [0.5577, 0.8267, -2.4230], [-0.4692, -0.7705, 0.7714], [0.5949, 0.0163, -1.1210], [-0.4164, -1.5552, 1.3932], [0.3621, -0.0207, -0.7385], [0.1911, 0.7753, 0.4371], [-0.3328, -2.2553, 0.4672], [-0.1846, 1.0062, -0.2040], [0.1678, 0.1496, -0.1053], [-0.2932, -0.2154, 0.1716], [-0.2301, 0.0053, 0.3875], [0.0166, 0.1779, 0.1650]]
}

| no. | M (g mol⁻¹) |
| --- | --- |
| 1 | 875.87 |
| 2 | 365.12 |